# 1
A single C3H4N2O molecule, computed with ωB97M-V/def2-TZVPD.

```
10
Properties=species:S:1:pos:R:3:forces:R:3:lowdin_charge:R:1
C -0.72743 0.79470 -0.85839 1.83 -0.23 0.41 -0.15
C -0.39279 -0.23377 0.11340 -0.67 0.20 -0.24 -0.10
C -1.92321 1.08671 -1.29917 -1.87 0.05 -0.22 -0.18
N 1.38646 -1.21860 1.33066 0.34 -0.25 0.29 0.00
N 0.87856 -0.27844 0.40277 -0.11 -0.06 0.04 -0.17
O -2.98113 1.36416 -1.68293 0.98 -0.21 0.26 0.21
H 0.06691 1.39495 -1.29794 -0.06 0.28 -0.23 0.11
H 1.13254 -2.15637 1.02235 -0.03 0.33 -0.04 0.07
H 0.93032 -1.07351 2.23095 0.02 0.07 -0.33 0.07
H 1.62978 0.32018 0.03830 -0.43 -0.20 0.05 0.14
```
Positions in Å, forces in eV/Å.

The value obtained for the total energy is -301.34849 Eh. As for the spin multiplicity: 1. The lowest unoccupied orbital energy is 0.8 eV. The gap between HOMO and LUMO comes out at 9.3 eV. The calculation puts the energy above the lowest of the compared OMol25 structures with the same formula, charge and spin at 364.26 kJ/mol. The net charge is 0.



# 2
A single C3H4N2O molecule, computed with ωB97M-V/def2-TZVPD.

```
10
Properties=species:S:1:pos:R:3:forces:R:3:lowdin_charge:R:1
O -0.38049 -0.96705 -2.09556 1.02 -0.89 0.13 0.06
C 0.01158 -0.69072 -0.98271 -0.06 -0.49 -0.77 -0.50
C -0.95226 0.02874 -0.06994 -0.23 -0.28 -0.42 -0.09
N -0.00635 0.67582 0.83199 -0.04 0.31 -0.41 0.04
C 1.22267 0.15731 0.54724 -0.06 0.04 -0.15 -0.18
N 1.31418 -0.63137 -0.47954 0.02 0.01 0.19 0.13
H -1.39398 0.41454 -1.03147 -0.44 1.70 1.95 0.15
H -1.70919 -0.55242 0.45930 0.21 -0.14 -0.12 0.13
H -0.20621 1.14316 1.70590 -0.12 -0.18 -0.35 0.14
H 2.09148 0.43494 1.14593 -0.30 -0.07 -0.05 0.13
```
Positions in Å, forces in eV/Å.

The value obtained for the total energy is -301.43720 Eh. As for the spin multiplicity: 1. The lowest unoccupied orbital energy is 0.6 eV. As for the SMILES: O=C1CNC=N1. The gap between HOMO and LUMO comes out at 10.2 eV. The calculation puts the energy above the lowest of the compared OMol25 structures with the same formula, charge and spin at 131.34 kJ/mol. The net charge is 0.



# 3
A single C3H4N2O molecule, computed with ωB97M-V/def2-TZVPD.

```
10
Properties=species:S:1:pos:R:3:forces:R:3:lowdin_charge:R:1
O -0.11535 -2.08826 -0.70451 -0.05 -0.04 0.16 0.01
C -0.02725 -0.82696 -0.19596 -0.08 0.17 0.22 -0.43
C -0.48928 -0.37411 0.99707 0.19 0.08 -0.46 -0.01
N -0.11125 1.06542 0.84397 -0.07 0.17 0.20 -0.06
N 0.60779 1.37888 -0.40343 -0.08 -0.43 -0.10 0.06
C 0.61282 0.21946 -0.97109 0.02 0.19 0.02 -0.09
H -0.61898 -2.59796 -0.05464 0.09 -0.03 -0.12 0.10
H -0.96877 1.62195 0.83652 0.08 0.00 0.02 0.15
H 0.45357 1.40690 1.62412 -0.04 -0.12 -0.08 0.15
H 1.07167 0.10898 -1.94937 -0.05 0.01 0.13 0.12
```
Positions in Å, forces in eV/Å.

The value obtained for the total energy is -301.33718 Eh. As for the spin multiplicity: 1. The lowest unoccupied orbital energy is 0.8 eV. The gap between HOMO and LUMO comes out at 9.5 eV. The calculation puts the energy above the lowest of the compared OMol25 structures with the same formula, charge and spin at 393.96 kJ/mol. The net charge is 0.